{
  "formula": "C33H34N3O2P2RhS",
  "method": "ωB97M-V/def2-TZVPD",
  "elements": ["Rh", "N", "P", "C", "C", "C", "C", "C", "C", "C", "C", "C", "C", "C", "C", "P", "C", "C", "C", "C", "C", "C", "C", "C", "C", "C", "C", "C", "H", "H", "H", "H", "H", "H", "H", "H", "H", "H", "H", "H", "H", "H", "H", "H", "H", "H", "H", "H", "H", "O", "C", "O", "C", "C", "C", "C", "C", "C", "S", "H", "H", "H", "H", "N", "C", "C", "N", "H", "H", "H", "H", "H", "H", "H", "H", "H"],
  "positions_angstrom": [[-0.09962, -0.90887, 0.09987], [1.74487, 1.50455, -0.28890], [2.17212, -0.11451, -0.13643], [3.64082, -0.42631, -1.10540], [3.50976, -0.44959, -2.49682], [4.62771, -0.64819, -3.28719], [5.87090, -0.83202, -2.69268], [6.00213, -0.81254, -1.31110], [4.88891, -0.60984, -0.50995], [2.48698, -0.51846, 1.58820], [2.29121, 0.41363, 2.60857], [2.43240, 0.02761, 3.93197], [2.75687, -1.28620, 4.24339], [2.94493, -2.22275, 3.23242], [2.80439, -1.84604, 1.90846], [0.07101, 1.56206, -0.61931], [-0.60010, 2.92453, 0.34590], [0.11874, 3.57331, 1.34567], [-0.48599, 4.57410, 2.09469], [-1.80573, 4.92404, 1.85052], [-2.52666, 4.27801, 0.85265], [-1.92875, 3.27947, 0.10276], [-0.14841, 2.03526, -2.33977], [0.01740, 3.35627, -2.75970], [-0.09964, 3.66805, -4.10355], [-0.39262, 2.67029, -5.02641], [-0.57270, 1.35842, -4.61217], [-0.45118, 1.03980, -3.26766], [2.40581, 2.23677, -0.52247], [2.53851, -0.30237, -2.95770], [4.53357, -0.66245, -4.36438], [6.74349, -0.98981, -3.31224], [6.97340, -0.94953, -0.85575], [4.99365, -0.58646, 0.56710], [2.03614, 1.43667, 2.36400], [2.29550, 0.75296, 4.72260], [2.87001, -1.58176, 5.27778], [3.20991, -3.24210, 3.47902], [2.96950, -2.57135, 1.11867], [1.15257, 3.31339, 1.53410], [0.07875, 5.08766, 2.86116], [-2.27124, 5.70996, 2.43011], [-3.55171, 4.56159, 0.65371], [-2.49016, 2.78560, -0.68392], [0.22524, 4.13834, -2.03877], [0.02955, 4.68987, -4.43361], [-0.49039, 2.92132, -6.07413], [-0.81634, 0.59024, -5.33361], [-0.60821, 0.01909, -2.93348], [-3.83673, -2.74401, 0.08305], [-3.11777, -1.67031, 0.05972], [-2.10393, -1.57722, -0.64531], [-3.63095, -0.57594, 0.93360], [-4.99383, -0.33806, 0.91069], [-5.56040, 0.65293, 1.70838], [-4.76809, 1.38131, 2.58320], [-3.41260, 1.12368, 2.65570], [-2.81183, 0.16681, 1.81661], [-1.10901, 0.01118, 2.03525], [-5.62156, -0.93521, 0.26352], [-6.62567, 0.83244, 1.65901], [-5.20838, 2.13330, 3.22339], [-2.78762, 1.66534, 3.35381], [-2.45930, -4.89989, -0.83458], [-1.38636, -5.28338, 0.11469], [-0.68232, -4.06587, 0.69518], [0.04530, -3.24541, -0.30067], [-3.15355, -5.64036, -0.87037], [-2.10038, -4.83327, -1.78175], [-3.34372, -3.54506, -0.36466], [-0.66244, -5.95285, -0.35697], [-1.84506, -5.83142, 0.93707], [0.02982, -4.38265, 1.45668], [-1.41824, -3.43446, 1.19530], [-0.48206, -3.22686, -1.16889], [0.94938, -3.65647, -0.50786]],
  "atomic_forces_ev_per_a": [[0.1, -0.2, -0.1], [0.0, 0.0, -0.1], [0.0, 0.1, 0.1], [0.0, 0.0, 0.0], [0.0, 0.0, 0.0], [0.0, 0.0, 0.0], [0.0, 0.0, 0.0], [0.0, 0.0, 0.0], [0.0, 0.0, 0.0], [0.0, 0.0, 0.0], [0.0, 0.0, 0.0], [0.0, 0.0, 0.0], [0.0, 0.0, 0.0], [0.0, 0.0, 0.0], [0.0, 0.0, 0.0], [-0.1, 0.1, 0.1], [0.0, 0.0, -0.1], [0.0, 0.0, 0.0], [0.0, 0.0, 0.0], [0.0, 0.0, 0.0], [0.0, 0.0, 0.0], [0.0, 0.0, 0.0], [0.0, 0.0, 0.0], [0.0, 0.0, 0.0], [0.0, 0.0, 0.0], [0.0, 0.0, 0.0], [0.0, 0.0, 0.0], [0.0, 0.0, 0.0], [0.0, 0.0, 0.0], [0.0, 0.0, 0.0], [0.0, 0.0, 0.0], [0.0, 0.0, 0.0], [0.0, 0.0, 0.0], [0.0, 0.0, 0.0], [0.0, 0.0, 0.0], [0.0, 0.0, 0.0], [0.0, 0.0, 0.0], [0.0, 0.0, 0.0], [0.0, 0.0, 0.0], [0.0, 0.0, 0.0], [0.0, 0.0, 0.0], [0.0, 0.0, 0.0], [0.0, 0.0, 0.0], [0.0, 0.0, 0.0], [0.0, 0.0, 0.0], [0.0, 0.0, 0.0], [0.0, 0.0, 0.0], [0.0, 0.0, 0.0], [0.0, 0.0, 0.0], [0.1, -0.4, -0.1], [0.1, 0.1, -0.1], [-0.1, 0.0, 0.0], [0.0, 0.0, 0.0], [0.0, 0.0, 0.0], [0.0, 0.0, 0.0], [0.0, 0.0, 0.0], [0.0, 0.0, 0.0], [0.0, 0.0, 0.0], [0.1, 0.0, 0.0], [0.0, 0.0, 0.0], [0.0, 0.0, 0.0], [0.0, 0.0, 0.0], [0.0, 0.0, 0.0], [-0.1, 0.1, 0.1], [0.0, 0.0, -0.1], [0.0, 0.0, 0.0], [-0.1, 0.1, 0.0], [0.0, 0.0, 0.0], [0.0, 0.1, 0.0], [0.0, 0.3, 0.0], [0.0, 0.0, 0.0], [0.0, 0.0, 0.0], [0.0, 0.0, 0.0], [0.0, 0.0, 0.0], [0.0, 0.0, 0.0], [0.0, 0.0, 0.0]],
  "mulliken_charge": [0.19, -0.14, 0.89, 0.57, -0.59, -0.68, -0.53, -0.71, -0.30, 0.54, -0.46, -0.55, -0.57, -0.83, -0.30, 0.96, 0.57, -0.47, -0.83, -0.59, -0.76, -0.42, 0.40, -0.46, -0.71, -0.53, -0.68, -0.46, 0.35, 0.38, 0.44, 0.41, 0.43, 0.42, 0.26, 0.47, 0.43, 0.46, 0.57, 0.32, 0.47, 0.45, 0.49, 0.47, 0.44, 0.44, 0.42, 0.43, 0.38, -0.46, 0.20, -0.66, 0.27, -0.68, -0.64, -0.74, -0.86, 1.38, -0.17, 0.51, 0.45, 0.46, 0.49, -0.59, -0.92, -0.28, -0.15, 0.29, 0.24, 0.55, 0.35, 0.45, 0.53, 0.02, 0.20, 0.26],
  "total_energy_ha": -2783.63769,
  "s_squared": 6.035,
  "gap_ev": [7.7, 6.1],
  "de_lowest_kcal_mol": 0.5,
  "total_charge": 2,
  "spin_multiplicity": 5
}